No. 1
130
Properties=species:S:1:pos:R:3:forces:R:3 method="wB97M-V/def2-TZVPD" charge=-2 e_lumo_ev=3.5421 gap_ev=6.624 de_lowest_kj_mol=36.3 e_tot_ev=-157984.4750 homo_ha=-0.1133
Cs 1.615 0.375 0.359 0.0 -0.5 0.5
Cl 1.569 3.241 2.296 -0.1 0.1 0.0
S 3.032 -5.269 0.753 0.0 0.0 0.0
S -2.190 -1.233 1.052 0.0 0.1 -0.1
S 0.387 -3.909 1.080 0.0 -0.1 0.0
S -5.049 -1.633 2.908 0.0 0.0 0.0
P 2.039 2.302 -2.318 0.0 0.1 0.0
P -1.337 2.278 1.289 0.0 0.1 0.2
P -3.948 -2.091 1.316 0.0 0.0 0.1
O 2.231 3.154 -1.114 0.0 0.1 -0.1
O 6.068 -3.391 -0.554 0.2 0.0 0.0
O 3.491 1.699 -2.675 -0.1 -0.1 0.1
O 4.113 -0.518 1.819 0.1 0.0 -0.1
O 1.004 1.217 -2.211 -0.1 0.2 -0.6
O 1.814 3.180 -3.676 0.1 -0.1 0.0
N 4.026 -2.555 0.709 0.0 0.0 0.1
N 2.675 -2.599 0.992 -0.1 0.1 0.0
N 1.967 -0.099 3.927 0.0 0.0 -0.1
C -2.068 3.709 3.647 0.0 0.0 0.0
C 6.043 -1.306 0.659 0.0 0.0 0.0
C -2.215 2.557 2.878 0.1 0.0 0.0
C 0.952 4.780 -5.157 0.0 0.0 0.0
C -2.703 2.200 0.081 0.0 0.0 0.0
C 1.543 -6.310 0.726 0.0 0.0 0.0
C 0.885 -3.553 4.592 0.0 -0.1 0.0
C -3.686 -3.916 1.249 0.0 0.0 0.0
C -1.435 4.937 0.259 0.0 0.0 0.0
C -1.062 -2.171 4.433 0.0 0.1 0.0
C -4.995 2.452 -0.623 0.0 0.0 0.0
C -6.528 -1.721 -2.501 0.0 0.0 0.0
C -0.695 3.974 0.945 0.0 -0.1 0.1
C 4.947 -0.083 -3.156 0.0 0.0 0.0
C -3.947 -6.134 2.156 0.0 0.0 0.0
C 4.483 1.713 -4.846 0.0 0.0 0.0
C -4.979 -1.895 -0.192 0.0 0.0 0.0
C 0.398 6.485 0.325 0.0 0.0 0.0
C 6.674 -2.262 -0.160 0.0 0.0 0.0
C -2.969 -4.455 0.181 0.0 0.0 0.0
C -5.171 -1.441 -2.550 0.0 0.0 0.0
C -0.499 -3.420 4.645 0.0 0.0 0.0
C -2.759 -5.821 0.092 0.0 0.0 0.0
C -3.251 -6.667 1.081 0.0 0.0 0.0
C -2.996 1.509 3.375 0.0 0.0 -0.1
C 8.669 -0.900 -0.206 0.0 0.0 0.0
C -0.075 4.499 -2.898 0.0 0.0 0.0
C 2.137 -3.742 0.956 0.0 0.0 0.0
C -3.478 2.775 5.361 0.0 0.0 0.0
C 7.987 -2.041 -0.586 0.0 0.0 0.0
C 6.756 -0.168 1.026 0.0 0.0 0.0
C 1.696 -2.464 4.333 0.0 0.0 0.0
C -7.115 -2.080 -1.292 0.0 0.0 -0.1
C -4.025 2.524 0.368 0.0 0.0 0.0
C -3.336 1.709 -2.192 0.0 0.1 0.0
C 8.058 0.047 0.607 0.0 0.0 0.0
C -0.907 6.181 -0.041 0.1 0.0 0.0
C -3.633 1.623 4.598 0.0 0.0 0.1
C -4.649 2.061 -1.906 0.0 -0.1 0.0
C -6.345 -2.165 -0.145 0.0 0.0 0.0
C 0.571 3.779 -4.071 0.1 0.0 0.0
C 0.597 4.325 1.329 0.0 0.0 0.1
C 0.478 -5.643 1.578 0.0 0.0 0.0
C -0.349 2.705 -4.643 -0.1 0.0 0.0
C 1.155 5.553 1.016 0.0 0.0 -0.1
C -4.399 -1.522 -1.398 0.0 0.0 0.0
C -2.366 1.764 -1.202 0.0 0.0 0.0
C 1.132 -1.198 4.139 0.0 -0.1 0.0
C -4.169 -4.764 2.236 0.0 0.0 0.0
C -0.255 -1.066 4.197 0.0 -0.1 0.0
C 3.884 0.832 -3.753 0.0 0.0 0.0
C -2.692 3.813 4.885 0.0 0.0 0.0
C 4.616 -1.431 1.127 0.0 0.0 0.0
C 2.736 0.002 -4.313 0.0 0.0 0.0
H 1.193 -6.422 -0.301 0.0 0.0 0.0
H 2.739 -0.283 3.285 0.1 0.0 0.1
H 1.818 -7.290 1.119 0.0 0.0 0.0
H 1.341 -4.527 4.744 0.0 0.0 0.0
H -2.557 -3.791 -0.570 0.0 0.0 0.0
H -0.710 -0.099 4.007 0.0 0.0 0.0
H -6.792 -2.426 0.807 0.0 0.0 0.0
H 0.833 7.443 0.067 0.0 0.0 0.0
H 5.373 -0.733 -3.924 0.0 0.0 0.0
H -3.343 -1.275 -1.414 0.0 0.0 0.0
H -2.200 -6.226 -0.744 0.0 0.0 0.0
H -1.345 1.465 -1.429 0.0 0.0 0.0
H 2.772 -2.574 4.267 0.0 0.0 0.0
H 0.059 5.265 -5.559 0.0 0.0 0.0
H 5.151 -3.364 -0.133 -0.1 0.1 -0.1
H 5.309 2.298 -4.437 0.0 0.0 0.0
H -4.241 0.797 4.947 0.0 0.0 0.0
H 2.273 -0.602 -3.534 0.0 0.0 0.0
H 0.628 5.209 -2.460 0.0 0.0 0.0
H -1.302 3.148 -4.943 0.0 0.0 0.0
H 4.858 1.099 -5.669 0.0 0.0 0.0
H 1.616 5.542 -4.746 0.0 0.0 0.0
H 1.962 0.636 -4.746 0.0 0.0 0.0
H 5.748 0.508 -2.708 0.0 0.0 0.0
H -1.506 6.905 -0.580 0.0 0.0 0.0
H 3.726 2.401 -5.224 0.0 0.0 0.0
H 4.515 -0.711 -2.374 0.0 0.0 0.0
H -0.523 1.932 -3.896 0.0 0.0 0.0
H 8.447 -2.788 -1.222 0.0 0.0 0.0
H -6.025 2.690 -0.385 0.0 0.0 0.0
H -4.321 -6.787 2.937 0.0 0.0 0.0
H 8.587 0.946 0.901 0.0 0.0 0.0
H -4.711 -1.138 -3.484 0.0 0.0 0.0
H -0.973 5.030 -3.228 0.0 0.0 0.0
H -0.507 -6.082 1.421 0.0 0.0 0.0
H -4.720 -4.332 3.063 0.0 0.0 0.0
H -7.131 -1.651 -3.400 0.0 0.0 0.0
H 2.178 5.756 1.299 0.0 0.0 0.0
H -3.966 2.860 6.325 0.0 0.0 0.0
H -2.139 -2.053 4.410 0.0 0.0 0.0
H 1.471 0.746 3.682 0.0 0.0 0.0
H 0.114 2.241 -5.518 0.0 0.0 0.0
H 0.732 -5.703 2.637 0.0 0.0 0.0
H -0.363 3.795 -2.118 0.0 0.0 0.0
H -3.108 0.595 2.799 0.0 0.0 0.0
H -1.131 -4.284 4.813 0.0 0.0 0.0
H -2.442 4.691 -0.056 0.0 0.0 0.0
H -2.562 4.713 5.475 0.0 0.0 0.0
H 6.238 0.551 1.648 0.0 0.0 0.0
H -8.178 -2.290 -1.246 0.0 0.0 0.0
H -1.464 4.531 3.284 0.0 0.0 0.0
H -4.302 2.828 1.369 0.0 0.0 0.0
H -5.410 1.993 -2.675 0.0 0.0 0.0
H -3.081 -7.736 1.017 0.0 0.0 0.0
H 3.132 -0.656 -5.090 0.0 0.0 0.0
H 9.686 -0.747 -0.551 0.0 0.0 0.0
H -3.066 1.374 -3.186 0.0 0.0 0.0
H 1.472 4.269 -5.970 0.0 0.0 0.0

No. 2
24
Properties=species:S:1:pos:R:3:forces:R:3 method="wB97M-V/def2-TZVPD" charge=+2 e_lumo_ev="-12.1523 / -11.6151" gap_ev="4.935 / 5.690" e_tot_ev=-46241.7257 homo_ha="-0.6280 / -0.6360"
Bi 1.169 1.443 0.763 1.5 -1.8 0.5
I -1.308 2.790 0.556 -0.9 0.9 -0.1
Cl 2.875 -0.480 -0.149 -1.2 1.2 -0.1
P -0.512 -0.691 -0.469 0.1 -2.7 -2.0
O 1.966 -1.424 3.603 -0.3 2.6 -2.3
O -1.103 -0.023 3.512 1.3 -0.3 -1.0
C -0.150 -2.459 -0.168 0.8 -1.1 0.9
C -0.217 -0.517 -2.247 0.8 1.0 -0.7
C 1.598 3.402 -0.302 -0.2 -0.3 -3.6
C 1.841 -0.538 2.877 1.8 -2.9 2.8
C -2.274 -0.587 -0.280 -0.9 0.9 1.1
C -0.351 -0.194 2.679 -3.1 0.1 1.2
H -0.886 -1.171 -2.837 0.1 0.1 0.6
H 0.851 3.713 -1.159 1.8 -0.7 1.6
H -2.801 -0.966 -1.163 0.4 0.0 -0.1
H -0.556 -2.806 0.817 0.2 0.5 -0.8
H 0.952 -2.671 -0.143 -1.0 0.3 -0.2
H 1.669 4.176 0.411 0.2 0.8 1.0
H -2.573 0.456 -0.127 -0.2 -0.3 -0.2
H 0.826 -0.756 -2.517 -0.4 0.0 0.3
H -0.389 0.518 -2.588 -0.1 -0.3 0.1
H -2.620 -1.141 0.599 0.2 0.0 -0.1
H -0.614 -3.133 -0.964 0.4 1.3 0.7
H 2.607 3.059 -0.704 -1.2 0.7 0.2

No. 3
30
Properties=species:S:1:pos:R:3:forces:R:3 method="wB97M-V/def2-TZVPD" e_lumo_ev=-0.7156 gap_ev=7.132 de_lowest_kj_mol=331.0 smiles="[H]/P=C1/C=CC=C(C)[C@@H]1OC1=C[C@@H](C)CO1" e_tot_ev=-26066.0513 homo_ha=-0.2884
P 1.570 -2.864 -0.521 1.6 1.0 1.5
O 0.333 0.367 0.500 0.9 0.2 0.0
O -1.094 -1.105 -0.593 1.9 1.3 -0.6
C 2.946 -1.080 0.947 1.8 -0.9 1.0
C 2.014 2.590 -1.167 1.4 -2.1 -1.4
C 1.293 0.039 -0.524 1.7 1.1 1.5
C 3.258 1.226 0.372 -2.2 -1.3 -1.3
C -2.441 -1.510 -0.558 0.0 1.1 2.4
C -3.114 -0.724 0.631 0.7 -0.5 -0.3
C -4.327 0.126 0.268 0.6 -0.2 2.7
C -1.945 0.117 1.088 -0.3 -0.2 0.9
C -0.842 -0.162 0.415 -3.1 -1.5 -1.4
C 2.190 1.241 -0.426 1.7 2.2 -0.5
C 1.972 -1.242 -0.136 0.0 -1.6 1.3
C 3.610 0.097 1.087 1.7 -2.1 3.0
H 2.413 2.464 -2.251 -0.9 0.5 1.7
H -1.970 0.950 1.765 -0.2 0.0 0.4
H 4.490 0.274 1.832 -1.8 -0.9 -1.2
H 3.313 -1.978 1.585 -0.9 1.5 -1.4
H -4.216 0.309 -0.733 -0.3 1.2 -2.6
H 3.814 2.054 0.519 1.7 2.7 0.2
H -4.335 1.058 0.914 -0.4 -1.1 -1.0
H 1.012 2.830 -1.143 -2.5 0.5 -0.6
H 0.806 -2.558 -1.563 -1.5 0.4 -1.8
H 2.474 3.451 -0.690 0.6 -0.4 0.2
H -3.545 -1.515 1.240 0.7 0.1 1.1
H 0.858 0.035 -1.450 -1.4 -0.4 -2.3
H -2.325 -2.542 -0.469 -0.5 -2.0 0.9
H -5.156 -0.544 0.448 -0.8 0.5 -0.1
H -3.058 -1.403 -1.390 -0.3 1.0 -2.3

No. 4
15
Properties=species:S:1:pos:R:3:forces:R:3 method="wB97M-V/def2-TZVPD" e_lumo_ev=1.0198 gap_ev=10.841 de_lowest_kj_mol=224.5 smiles=C[C@@H]1[C@H](O)[C@@H]2O[C@H]12 e_tot_ev=-9407.5057 homo_ha=-0.3609
O -0.690 0.734 -1.534 0.1 0.0 -0.1
O -1.064 -1.642 -0.366 0.0 0.0 -0.2
C 1.685 -0.617 0.238 0.0 0.0 0.0
C -0.981 -0.487 0.418 -0.1 0.2 0.3
C 0.439 0.184 0.550 0.1 0.0 0.0
C -1.433 0.788 -0.315 -0.3 0.0 0.1
C -0.063 1.295 -0.371 0.2 0.3 0.1
H 2.564 0.038 0.198 -0.1 -0.1 0.0
H -1.465 -0.700 1.373 0.1 0.1 -0.1
H 1.598 -1.141 -0.719 0.0 0.1 0.1
H 0.501 0.622 1.555 0.0 -0.1 -0.1
H -2.373 1.327 -0.296 0.1 -0.2 -0.1
H -0.864 -1.348 -1.270 0.0 -0.2 0.2
H 1.856 -1.368 1.017 0.0 0.1 -0.2
H 0.291 2.316 -0.479 -0.1 -0.2 0.1

No. 5
21
Properties=species:S:1:pos:R:3:forces:R:3 method="wB97M-V/def2-TZVPD" charge=+1 e_lumo_ev=-4.6536 gap_ev=7.363 de_lowest_kj_mol=413.2 e_tot_ev=-18674.6088 homo_ha=-0.4416
P -1.914 0.637 1.850 -0.3 0.5 0.5
N 0.605 0.191 -0.734 -1.8 -0.1 0.3
N -1.202 -0.074 0.678 0.0 0.1 -0.5
C -1.670 -0.455 3.268 2.1 0.0 -1.0
C 2.234 1.819 -0.213 -3.0 2.6 2.3
C 1.018 1.118 0.116 -0.8 0.2 1.1
C -0.690 -0.235 -0.490 -0.5 -1.5 2.9
C 1.203 -0.300 -1.991 0.5 1.6 2.3
C -1.416 -1.166 -1.353 1.0 -0.6 -0.1
H -2.533 -0.885 3.598 -3.2 -1.1 0.4
H -2.436 -1.325 -1.182 -1.3 0.0 1.0
H 2.208 -0.370 -1.662 1.3 -0.6 -0.6
H 2.310 1.830 -1.223 1.1 1.0 -3.2
H -1.025 -1.317 3.087 0.4 0.4 0.0
H -0.923 -2.121 -1.481 0.2 -0.4 0.5
H 2.207 2.778 0.400 0.4 -1.0 -1.4
H 1.086 0.583 -2.571 0.0 -0.2 -1.9
H -1.349 -0.787 -2.296 0.0 1.2 -3.1
H 2.944 1.240 0.201 3.1 -2.1 1.5
H -1.426 0.089 4.159 0.8 0.7 0.3
H 0.771 -1.248 -2.162 -0.1 -0.5 -1.2

No. 6
18
Properties=species:S:1:pos:R:3:forces:R:3 method="wB97M-V/def2-TZVPD" e_lumo_ev=0.4288 gap_ev=8.781 de_lowest_kj_mol=372.7 smiles="OC1=NCCO1.c1csnn1" e_tot_ev=-24695.9711 homo_ha=-0.3070
S 0.618 -2.886 2.740 0.5 0.2 0.1
O -1.222 0.889 2.466 -0.6 -0.5 1.9
O -0.835 2.288 0.797 -2.5 2.8 0.7
N -0.453 -1.578 2.624 0.5 -1.2 -0.3
N 0.125 0.333 0.738 2.1 0.6 -2.0
N -0.894 -1.428 1.448 -0.9 -3.7 -0.8
C -0.357 2.335 -0.521 1.6 1.0 -0.5
C -0.635 1.129 1.360 1.2 -0.5 -1.5
C 0.511 1.008 -0.510 1.1 -0.1 -1.4
C -0.462 -2.442 0.573 0.3 -0.2 1.4
C 0.439 -3.327 1.098 -0.8 1.1 0.9
H -0.922 -2.607 -0.358 -0.4 0.5 -1.1
H -1.148 2.401 -1.311 0.2 -0.6 0.9
H 0.153 3.372 -0.591 -0.2 -1.9 -0.1
H 0.928 -4.188 0.658 -0.2 0.2 0.0
H 0.302 0.369 -1.429 0.0 0.6 1.1
H -0.958 -0.068 2.714 -0.4 1.7 0.4
H 1.648 1.170 -0.570 -1.6 0.1 0.3